(1)
{"formula": "C50H88B2ClN2O18", "method": "the ωB97M-V functional and the def2-TZVPD basis", "total_energy_ev": -106969.1917, "relative_energy_kj_mol": 1326.9, "charge": 1, "species": ["C", "C", "C", "N", "C", "C", "C", "Cl", "C", "C", "C", "C", "C", "C", "O", "O", "B", "O", "O", "C", "C", "C", "C", "C", "C", "C", "C", "C", "C", "C", "C", "O", "C", "C", "B", "N", "O", "H", "H", "H", "H", "H", "H", "H", "H", "H", "H", "H", "H", "H", "H", "H", "H", "H", "H", "H", "H", "H", "H", "H", "H", "H", "H", "H", "H", "H", "H", "H", "H", "H", "H", "H", "H", "H", "H", "H", "H", "H", "H", "H", "H", "H", "H", "H", "H", "H", "H", "H", "H", "O", "C", "O", "C", "C", "C", "H", "H", "H", "H", "H", "H", "O", "C", "O", "C", "C", "C", "H", "H", "H", "H", "H", "H", "O", "C", "O", "C", "C", "C", "H", "H", "H", "H", "H", "H", "O", "C", "O", "C", "C", "C", "H", "H", "H", "H", "H", "H", "O", "C", "O", "C", "C", "C", "H", "H", "H", "H", "H", "H", "O", "C", "O", "C", "C", "C", "H", "H", "H", "H", "H", "H"], "positions_angstrom": [[6.926, -1.281, 1.400], [6.423, 0.117, 1.441], [5.335, 0.764, 2.466], [3.872, 0.450, 2.197], [3.194, 1.351, 3.185], [2.020, 0.751, 4.129], [0.908, 1.897, 4.626], [2.876, 0.230, 5.736], [3.485, 1.142, 0.865], [1.979, 0.643, 0.326], [0.685, 1.599, 0.707], [0.595, 3.001, -0.131], [-0.254, 4.100, 0.803], [0.737, 5.085, 1.680], [1.972, 4.758, 2.101], [0.283, 6.475, 2.020], [1.964, 0.712, -1.315], [2.942, 1.446, -2.172], [0.858, 0.039, -2.085], [1.977, -0.856, 1.070], [1.539, -2.170, 0.161], [-0.122, -2.125, 0.074], [-0.756, -3.146, -1.042], [-1.956, -2.372, -1.882], [-3.431, -2.450, -1.172], [-3.497, -1.776, 0.325], [-5.022, -1.754, 0.983], [-5.924, -0.537, 0.359], [-6.467, 0.559, 1.452], [-7.035, -0.079, 2.852], [-6.034, 0.069, 4.142], [-4.659, 0.481, 3.821], [-3.727, 0.201, 4.928], [3.421, -0.957, 1.915], [3.631, -2.175, 2.993], [4.811, -2.248, 3.988], [2.652, -3.309, 3.152], [6.394, -2.013, 0.633], [7.843, -1.706, 1.989], [6.875, 0.840, 0.605], [5.514, 1.944, 2.412], [5.685, 0.470, 3.569], [3.995, 1.809, 3.945], [2.734, 2.313, 2.646], [1.479, -0.215, 3.763], [-0.047, 1.909, 3.909], [1.420, 2.969, 4.568], [0.506, 1.630, 5.693], [3.767, 2.270, 0.733], [4.139, 0.650, -0.006], [-0.362, 1.051, 0.567], [0.756, 1.856, 1.847], [1.646, 3.529, -0.317], [-0.045, 2.934, -1.136], [-0.797, 4.817, 0.019], [-1.113, 3.601, 1.421], [-0.717, 6.440, 2.122], [2.874, 1.058, -3.116], [0.323, 0.817, -2.427], [0.983, -0.736, 1.722], [2.066, -2.240, -0.877], [1.777, -3.205, 0.706], [-0.544, -1.034, -0.041], [-0.512, -2.512, 1.133], [-1.284, -4.037, -0.460], [0.080, -3.571, -1.763], [-2.047, -2.949, -2.919], [-1.618, -1.279, -2.144], [-4.162, -1.798, -1.855], [-3.901, -3.543, -1.198], [-2.842, -2.441, 1.032], [-2.998, -0.720, 0.261], [-4.876, -1.700, 2.150], [-5.619, -2.761, 0.754], [-6.870, -1.014, -0.181], [-5.292, -0.017, -0.478], [-7.396, 1.104, 0.939], [-5.662, 1.424, 1.604], [-7.236, -1.219, 2.660], [-8.092, 0.416, 3.075], [-5.953, -1.017, 4.631], [-6.574, 0.773, 4.937], [-3.965, 0.824, 5.900], [-3.687, -0.966, 5.121], [-2.656, 0.564, 4.570], [4.111, -1.343, 1.017], [4.933, -1.348, 4.497], [5.680, -2.582, 3.522], [3.149, -4.091, 2.741], [0.573, -5.456, -3.338], [1.712, -5.150, -3.028], [2.070, -4.646, -1.811], [3.455, -4.302, -1.836], [4.049, -5.123, -2.950], [2.908, -5.227, -3.929], [3.544, -3.226, -2.019], [3.910, -4.535, -0.869], [4.953, -4.680, -3.376], [4.306, -6.122, -2.577], [2.888, -4.381, -4.622], [2.931, -6.173, -4.474], [-8.596, -0.297, -1.938], [-8.232, 0.531, -2.757], [-8.664, 0.577, -4.051], [-7.952, 1.599, -4.747], [-7.454, 2.536, -3.677], [-7.220, 1.610, -2.510], [-7.134, 1.136, -5.307], [-8.623, 2.102, -5.449], [-6.565, 3.096, -3.976], [-8.239, 3.258, -3.421], [-6.218, 1.172, -2.533], [-7.403, 2.111, -1.557], [6.595, 5.580, -1.847], [6.175, 5.693, -0.707], [6.695, 5.041, 0.374], [5.894, 5.322, 1.521], [5.178, 6.608, 1.201], [4.996, 6.522, -0.293], [5.201, 4.488, 1.675], [6.534, 5.419, 2.402], [4.241, 6.727, 1.750], [5.823, 7.461, 1.443], [4.077, 5.994, -0.561], [5.026, 7.510, -0.759], [-2.998, -7.677, -0.906], [-2.104, -8.349, -1.394], [-1.746, -9.590, -0.953], [-0.599, -10.032, -1.678], [-0.604, -9.233, -2.955], [-1.215, -7.924, -2.523], [0.293, -9.841, -1.072], [-0.675, -11.106, -1.869], [0.389, -9.126, -3.400], [-1.255, -9.716, -3.693], [-0.461, -7.229, -2.142], [-1.792, -7.465, -3.329], [7.792, 5.042, 4.752], [8.185, 6.187, 4.602], [7.498, 7.155, 3.928], [8.298, 8.334, 3.856], [9.285, 8.214, 4.988], [9.498, 6.725, 5.084], [8.789, 8.364, 2.878], [7.662, 9.218, 3.961], [10.205, 8.779, 4.818], [8.830, 8.581, 5.917], [10.292, 6.384, 4.414], [9.699, 6.414, 6.112], [-7.036, 0.504, -7.677], [-7.818, -0.432, -7.663], [-8.815, -0.615, -8.578], [-9.600, -1.743, -8.195], [-8.708, -2.564, -7.300], [-7.860, -1.514, -6.627], [-10.495, -1.386, -7.674], [-9.907, -2.299, -9.086], [-9.263, -3.194, -6.600], [-8.070, -3.216, -7.910], [-8.336, -1.125, -5.723], [-6.858, -1.889, -6.407]], "lowdin_charge": [-0.01, -0.11, -0.14, -0.20, -0.17, -0.55, -0.12, 0.56, -0.06, -0.18, -0.12, -0.16, -0.10, -0.24, -0.05, 0.00, -0.43, 0.05, 0.03, -0.13, -0.12, -0.19, -0.17, -0.21, -0.21, -0.22, -0.19, -0.21, -0.21, -0.17, -0.23, -0.29, -0.12, -0.08, -0.40, 0.11, 0.02, 0.08, 0.09, 0.14, 0.16, 0.16, 0.15, 0.13, 0.11, 0.08, 0.10, 0.08, 0.17, 0.15, 0.14, 0.09, 0.14, 0.14, 0.14, 0.14, 0.12, 0.14, 0.12, 0.14, 0.10, 0.13, 0.09, 0.12, 0.13, 0.09, 0.12, 0.10, 0.11, 0.13, 0.10, 0.11, 0.10, 0.13, 0.11, 0.09, 0.10, 0.12, 0.11, 0.12, 0.13, 0.13, 0.10, 0.11, 0.09, 0.17, 0.03, 0.07, 0.12, 0.10, -0.45, -0.01, -0.19, -0.16, -0.07, 0.12, 0.13, 0.12, 0.13, 0.14, 0.14, 0.09, -0.45, 0.01, -0.17, -0.16, -0.09, 0.12, 0.14, 0.12, 0.13, 0.13, 0.13, 0.10, -0.46, 0.03, -0.17, -0.16, -0.08, 0.11, 0.10, 0.12, 0.12, 0.13, 0.13, 0.10, -0.46, 0.03, -0.17, -0.17, -0.10, 0.13, 0.13, 0.12, 0.12, 0.11, 0.14, 0.09, -0.46, 0.01, -0.17, -0.16, -0.08, 0.13, 0.13, 0.12, 0.13, 0.14, 0.13, 0.09, -0.46, 0.03, -0.17, -0.16, -0.09, 0.13, 0.13, 0.12, 0.12, 0.12, 0.14]}

***

(2)
{"formula": "C50H89BrOPReSeSi3", "method": "the ωB97M-V functional and the def2-TZVPD basis", "total_energy_ev": -225772.4692, "relative_energy_kj_mol": 145.3, "charge": 2, "species": ["Re", "O", "P", "C", "C", "C", "C", "C", "C", "C", "C", "C", "C", "C", "C", "C", "C", "C", "C", "C", "C", "H", "H", "H", "H", "H", "H", "H", "H", "H", "H", "H", "H", "H", "H", "H", "H", "H", "H", "H", "H", "H", "H", "H", "H", "H", "H", "H", "H", "H", "H", "H", "H", "H", "C", "Si", "C", "C", "C", "Si", "C", "C", "C", "H", "H", "H", "H", "H", "H", "H", "H", "H", "H", "H", "H", "H", "H", "H", "H", "H", "H", "H", "C", "C", "C", "C", "Si", "Br", "C", "C", "C", "C", "C", "C", "C", "C", "H", "H", "H", "H", "H", "H", "H", "H", "H", "H", "H", "H", "H", "H", "H", "H", "H", "H", "H", "H", "H", "H", "H", "H", "H", "H", "H", "Se", "C", "C", "C", "C", "C", "C", "H", "H", "H", "H", "H", "C", "C", "C", "C", "C", "C", "C", "H", "H", "H", "H", "H"], "positions_angstrom": [[-0.028, -0.088, 0.517], [0.462, -0.239, 2.618], [0.289, 0.333, 4.042], [-0.882, 1.752, 3.818], [-2.308, 1.326, 3.432], [-3.212, 1.065, 4.635], [-3.228, 2.264, 5.580], [-1.811, 2.573, 6.056], [-0.898, 2.867, 4.869], [1.889, 1.133, 4.552], [2.352, 0.978, 6.011], [2.976, -0.387, 6.315], [4.076, -0.740, 5.314], [3.542, -0.665, 3.883], [3.039, 0.751, 3.615], [-0.159, -1.091, 5.140], [-1.215, -2.011, 4.535], [-1.304, -3.312, 5.335], [-1.620, -3.029, 6.803], [-0.573, -2.090, 7.394], [-0.507, -0.783, 6.600], [-0.413, 2.156, 2.909], [-2.276, 0.453, 2.772], [-2.744, 2.143, 2.847], [-2.862, 0.193, 5.191], [-4.221, 0.845, 4.281], [-3.876, 2.059, 6.434], [-3.634, 3.137, 5.059], [-1.419, 1.726, 6.627], [-1.816, 3.437, 6.722], [0.110, 3.092, 5.223], [-1.265, 3.768, 4.367], [1.673, 2.192, 4.383], [1.543, 1.199, 6.710], [3.118, 1.742, 6.172], [2.213, -1.168, 6.297], [3.383, -0.373, 7.327], [4.466, -1.736, 5.528], [4.904, -0.032, 5.416], [2.724, -1.383, 3.753], [4.326, -0.931, 3.171], [2.734, 0.893, 2.579], [3.861, 1.451, 3.794], [0.780, -1.658, 5.126], [-0.931, -2.252, 3.517], [-2.194, -1.527, 4.502], [-0.349, -3.843, 5.268], [-2.069, -3.959, 4.901], [-1.645, -3.964, 7.365], [-2.611, -2.571, 6.883], [0.407, -2.578, 7.372], [-0.804, -1.873, 8.438], [0.228, -0.117, 7.054], [-1.480, -0.292, 6.656], [2.280, 2.508, -1.837], [2.813, 1.843, -0.159], [2.137, 2.977, 1.210], [4.688, 1.825, 0.038], [2.101, 0.092, 0.098], [2.922, -1.393, -0.798], [4.721, -1.444, -0.226], [2.086, -3.001, -0.256], [2.917, -1.303, -2.686], [2.550, 3.562, -1.933], [1.198, 2.415, -1.963], [2.768, 1.968, -2.650], [1.944, 3.977, 0.816], [2.843, 3.090, 2.035], [1.203, 2.586, 1.618], [5.025, 2.832, 0.297], [5.196, 1.535, -0.882], [5.019, 1.151, 0.829], [2.331, -0.167, 1.149], [4.853, -1.171, 0.821], [5.333, -0.770, -0.827], [5.114, -2.454, -0.360], [2.021, -3.093, 0.832], [2.656, -3.861, -0.618], [1.082, -3.091, -0.671], [2.865, -0.271, -3.042], [2.068, -1.842, -3.103], [3.834, -1.758, -3.067], [1.511, 1.928, -5.382], [0.288, 1.721, -6.295], [0.653, 1.976, -7.768], [-0.796, 2.723, -5.867], [-0.337, -0.080, -6.157], [-0.331, -0.408, -2.019], [0.872, -1.502, -6.575], [2.342, -1.083, -6.428], [0.630, -2.737, -5.681], [0.608, -1.871, -8.050], [-2.211, -0.443, -6.022], [-2.886, 0.428, -4.945], [-2.826, -0.135, -7.401], [-2.474, -1.914, -5.664], [1.753, 2.993, -5.355], [2.390, 1.400, -5.743], [1.302, 1.604, -4.359], [1.021, 2.999, -7.866], [-0.213, 1.873, -8.426], [1.437, 1.304, -8.122], [-0.398, 3.734, -5.974], [-1.080, 2.580, -4.824], [-1.683, 2.659, -6.499], [2.608, -0.884, -5.390], [2.590, -0.214, -7.039], [2.969, -1.905, -6.781], [0.468, -2.469, -4.635], [1.509, -3.382, -5.733], [-0.222, -3.316, -6.026], [0.838, -1.047, -8.729], [-0.427, -2.177, -8.218], [1.252, -2.713, -8.313], [-2.941, 1.475, -5.234], [-2.377, 0.344, -3.982], [-3.911, 0.075, -4.817], [-2.715, 0.916, -7.676], [-3.895, -0.357, -7.362], [-2.387, -0.746, -8.194], [-2.028, -2.172, -4.702], [-2.112, -2.594, -6.433], [-3.553, -2.060, -5.582], [-1.381, -2.041, 0.802], [-2.702, -3.161, 0.031], [-2.504, -3.780, -1.197], [-3.423, -4.726, -1.623], [-4.505, -5.062, -0.821], [-4.688, -4.440, 0.407], [-3.794, -3.471, 0.834], [-1.653, -3.510, -1.809], [-3.281, -5.216, -2.577], [-5.213, -5.809, -1.153], [-5.526, -4.711, 1.035], [-3.936, -2.973, 1.785], [-0.797, 1.553, 0.213], [-1.615, 2.684, 0.073], [-2.951, 2.481, -0.337], [-3.824, 3.547, -0.391], [-3.394, 4.823, -0.042], [-2.075, 5.037, 0.344], [-1.187, 3.983, 0.397], [-3.266, 1.479, -0.600], [-4.846, 3.385, -0.705], [-4.088, 5.653, -0.068], [-1.738, 6.032, 0.601], [-0.159, 4.141, 0.693]], "lowdin_charge": [0.95, -0.52, 0.97, -0.33, -0.19, -0.19, -0.18, -0.18, -0.17, -0.32, -0.17, -0.18, -0.18, -0.18, -0.21, -0.33, -0.21, -0.18, -0.19, -0.18, -0.19, 0.08, 0.08, 0.12, 0.08, 0.12, 0.12, 0.12, 0.09, 0.12, 0.10, 0.13, 0.10, 0.10, 0.13, 0.08, 0.12, 0.12, 0.12, 0.11, 0.11, 0.04, 0.13, 0.11, 0.04, 0.11, 0.12, 0.12, 0.12, 0.12, 0.12, 0.12, 0.09, 0.10, -0.18, 0.45, -0.18, -0.17, -0.51, 0.42, -0.17, -0.19, -0.21, 0.04, 0.01, 0.01, 0.03, 0.04, -0.02, 0.04, 0.03, 0.02, -0.02, 0.01, 0.03, 0.04, 0.03, 0.04, -0.02, 0.01, -0.02, 0.05, -0.08, -0.61, -0.06, -0.09, 1.19, 0.21, -0.60, -0.08, -0.08, -0.06, -0.61, -0.09, -0.06, -0.09, 0.10, 0.07, 0.05, 0.11, 0.09, 0.07, 0.10, 0.08, 0.08, 0.06, 0.07, 0.10, 0.06, 0.10, 0.07, 0.09, 0.08, 0.11, 0.06, 0.02, 0.10, 0.08, 0.11, 0.08, 0.07, 0.07, 0.10, 0.78, -0.58, -0.12, -0.07, -0.06, -0.06, -0.13, 0.09, 0.11, 0.11, 0.11, 0.10, -0.20, -0.31, -0.02, -0.05, -0.03, -0.05, -0.01, 0.12, 0.12, 0.12, 0.12, 0.09]}